# 1
Density functional theory data (the ωB97M-V functional and the def2-TZVPD basis) for one molecule with the formula C22H44N4O2.

```
72
C22H44N4O2 (the ωB97M-V functional and the def2-TZVPD basis)
O 3.975 -1.532 -0.441
C 3.397 -1.936 0.774
C 2.672 -3.277 0.581
N 1.861 -3.174 -0.616
C 1.145 -4.368 -1.023
C 0.578 -4.134 -2.425
C -0.139 -5.377 -2.943
C -1.264 -5.778 -1.994
C -0.714 -6.018 -0.592
C 0.006 -4.776 -0.075
C 2.447 -0.865 1.361
N 1.283 -0.634 0.520
C 1.493 0.418 -0.458
C 0.329 0.430 -1.442
N -0.905 0.691 -0.717
C -2.048 0.929 -1.592
C -2.312 2.440 -1.774
O -1.155 3.117 -2.201
C -2.911 3.072 -0.500
N -2.094 2.942 0.693
C -1.537 4.144 1.279
C -1.028 3.799 2.682
C -0.517 5.042 3.402
C 0.600 5.704 2.601
C 0.111 6.050 1.198
C -0.399 4.804 0.480
C -1.116 -0.360 0.261
C 0.053 -0.385 1.245
H 3.410 -1.913 -1.133
H 4.219 -2.060 1.491
H 3.410 -4.072 0.422
H 2.105 -3.514 1.495
H 1.215 -2.394 -0.486
H 1.877 -5.186 -1.067
H 1.391 -3.856 -3.098
H -0.125 -3.298 -2.387
H -0.541 -5.183 -3.939
H 0.576 -6.199 -3.024
H -1.757 -6.681 -2.360
H -2.011 -4.980 -1.959
H -1.526 -6.284 0.088
H -0.012 -6.855 -0.618
H 0.405 -4.973 0.922
H -0.702 -3.946 0.005
H 3.020 0.061 1.514
H 2.117 -1.222 2.340
H 2.428 0.229 -0.984
H 1.563 1.405 0.036
H 0.480 1.208 -2.191
H 0.287 -0.545 -1.960
H -2.944 0.481 -1.159
H -1.885 0.475 -2.579
H -3.037 2.564 -2.587
H -0.523 3.077 -1.472
H -3.111 4.129 -0.702
H -3.878 2.583 -0.313
H -1.379 2.236 0.549
H -2.359 4.864 1.374
H -1.837 3.334 3.247
H -0.219 3.069 2.596
H -0.154 4.771 4.396
H -1.340 5.750 3.529
H 0.940 6.607 3.111
H 1.450 5.020 2.531
H 0.922 6.502 0.621
H -0.697 6.782 1.267
H -0.751 5.077 -0.517
H 0.424 4.089 0.374
H -2.040 -0.156 0.807
H -1.200 -1.350 -0.223
H -0.104 -1.188 1.969
H 0.082 0.575 1.789
```

strongest force on any atom	0.66	eV Å⁻¹
frontier orbital gap	8.9696	eV
SMILES	O[C@H](CNC1CCCCC1)CN1CCN(C[C@H](O)CNC2CCCCC2)CC1
ΔE to the lowest compared entry with this formula, charge and spin	21.2	kJ/mol
DFT total energy	-1234.18644	Ha

Löwdin atomic charge list, values in e, 5 entries: number 1, O, carries -0.042; number 2, C, carries -0.357; number 3, C, carries -0.166; number 4, N, carries -0.040; number 5, C, carries -0.358

# 2
Density functional theory data (the ωB97M-V functional and the def2-TZVPD basis) for a 2-piece molecular cluster, C27H58IN4O3S2 overall.

```
95
C27H58IN4O3S2 (the ωB97M-V functional and the def2-TZVPD basis)
C 5.562 -4.240 -0.620
C 6.578 -3.849 0.458
C 7.685 -2.919 -0.071
C 7.367 -1.414 -0.121
C 6.751 -0.849 1.171
C 5.207 -0.811 1.205
C 4.657 0.613 1.005
C 3.140 0.763 0.854
N 2.583 0.857 -0.523
C 1.170 1.320 -0.391
C 0.399 1.490 -1.700
C -0.582 0.398 -2.152
C -1.480 -0.189 -1.064
C -2.425 -1.283 -1.578
C -3.704 -0.731 -2.213
C -4.683 -0.096 -1.207
C -6.100 -0.681 -1.235
C 2.718 -0.395 -1.215
S 1.872 -1.727 -0.938
S 4.033 -0.335 -2.439
C 3.048 0.345 -3.791
C 3.935 0.918 -4.901
C 4.862 2.061 -4.471
N 4.024 3.260 -4.273
C 3.551 3.760 -3.146
N 2.714 4.814 -3.188
N 4.059 3.273 -1.945
I 4.272 4.699 -0.467
H 6.006 -4.935 -1.341
H 4.681 -4.730 -0.188
H 5.216 -3.366 -1.182
H 6.065 -3.385 1.309
H 7.039 -4.759 0.858
H 8.591 -3.056 0.536
H 7.948 -3.246 -1.089
H 8.311 -0.896 -0.334
H 6.702 -1.186 -0.964
H 7.118 0.174 1.331
H 7.131 -1.434 2.016
H 4.777 -1.511 0.476
H 4.861 -1.159 2.189
H 5.173 1.105 0.178
H 4.924 1.171 1.915
H 2.629 -0.059 1.378
H 2.817 1.695 1.331
H 1.258 2.300 0.093
H 0.627 0.669 0.306
H -0.155 2.438 -1.631
H 1.135 1.640 -2.496
H -1.225 0.850 -2.922
H -0.043 -0.419 -2.659
H -0.855 -0.593 -0.255
H -2.077 0.623 -0.625
H -1.889 -1.906 -2.310
H -2.708 -1.950 -0.751
H -4.216 -1.551 -2.738
H -3.436 0.012 -2.974
H -4.261 -0.208 -0.196
H -4.768 0.983 -1.395
H -6.650 -0.340 -2.117
H -6.663 -0.358 -0.354
H -6.063 -1.775 -1.249
H 2.422 -0.468 -4.175
H 2.377 1.135 -3.444
H 3.251 1.342 -5.652
H 4.513 0.133 -5.399
H 5.588 2.285 -5.258
H 5.396 1.873 -3.538
H 3.727 3.720 -5.121
H 2.175 4.982 -4.022
H 2.220 5.030 -2.336
H 3.571 2.472 -1.512
C -10.235 -0.206 3.854
O -8.981 -0.818 4.046
C -8.319 -1.233 2.871
C -6.849 -0.886 2.886
O -6.550 0.494 2.785
C -6.798 1.343 3.889
C -5.818 1.206 5.032
O -5.943 -0.029 5.704
C -4.736 -0.694 5.983
H -11.036 -0.943 3.729
H -10.447 0.390 4.741
H -10.229 0.453 2.979
H -8.789 -0.790 1.985
H -8.389 -2.326 2.776
H -6.428 -1.312 1.971
H -6.349 -1.355 3.736
H -7.825 1.261 4.251
H -6.657 2.351 3.489
H -6.023 2.027 5.732
H -4.798 1.337 4.653
H -4.037 -0.626 5.142
H -4.974 -1.742 6.157
H -4.243 -0.296 6.877
```

strongest force on any atom	0.79	eV Å⁻¹
frontier orbital gap	6.2530	eV
DFT total energy	-2602.04702	Ha
charge	+1

Löwdin atomic charge list, values in e, 5 entries: number 1, C, carries -0.109; number 2, C, carries -0.259; number 3, C, carries -0.213; number 4, C, carries -0.207; number 5, C, carries -0.200

# 3
Density functional theory data (the ωB97M-V functional and the def2-TZVPD basis) for a 2-piece molecular cluster, CH6N2 overall in a non-equilibrium geometry.

```
9
CH6N2 (the ωB97M-V functional and the def2-TZVPD basis)
C 2.500 -1.976 0.201
N 3.475 -1.152 0.341
H 2.663 -2.990 0.391
H 1.622 -1.852 -0.468
H 3.563 -0.305 -0.156
N -3.603 2.104 -0.130
H -3.644 1.062 0.079
H -3.187 2.414 -0.981
H -3.389 2.695 0.723
```

strongest force on any atom	3.75	eV Å⁻¹
frontier orbital gap	10.6238	eV
SMILES	C=N.N
ΔE to the lowest compared entry with this formula, charge and spin	138.1	kJ/mol
DFT total energy	-151.14638	Ha

Löwdin atomic charge list, values in e, 5 entries: number 1, C, carries -0.129; number 2, N, carries 0.024; number 3, H, carries 0.029; number 4, H, carries 0.063; number 5, H, carries 0.012

# 4
Density functional theory data (the ωB97M-V functional and the def2-TZVPD basis) for an isolated ion of composition C4H8N2 and charge +2 in a non-equilibrium geometry.

```
14
C4H8N2 (the ωB97M-V functional and the def2-TZVPD basis)
C -0.353 0.489 -0.172
C -2.375 -1.074 -0.096
C 1.132 0.234 -0.173
C 2.116 -0.794 0.083
N -1.320 -0.382 -0.139
N -0.611 1.771 0.052
H -2.890 -1.480 0.937
H -2.799 -1.313 -1.133
H 1.757 1.114 -0.302
H 2.059 -0.874 1.244
H 3.142 -0.483 -0.182
H 1.709 -1.735 -0.243
H -0.069 2.509 -0.370
H -1.498 2.019 0.492
```

strongest force on any atom	3.10	eV Å⁻¹
frontier orbital gap	7.4478	eV
ΔE to the lowest compared entry with this formula, charge and spin	231.9	kJ/mol
DFT total energy	-265.88613	Ha
charge	+2

Löwdin atomic charge list, values in e, 5 entries: number 1, C, carries -0.249; number 2, C, carries 0.203; number 3, C, carries 0.237; number 4, C, carries 0.050; number 5, N, carries 0.145

# 5
Density functional theory data (the ωB97M-V functional and the def2-TZVPD basis) for C37H42IKN8O6PSe2 as an isolated structure.

```
98
C37H42IKN8O6PSe2 (the ωB97M-V functional and the def2-TZVPD basis)
K -0.994 -0.113 -0.289
C -3.093 -3.844 -1.336
C -1.839 -3.991 -2.140
N -1.844 -4.795 -3.177
C -0.734 -4.881 -3.936
C 0.408 -4.157 -3.699
C 1.546 -4.292 -4.674
O 1.804 -3.097 -5.410
C 0.449 -3.280 -2.586
C 1.643 -2.469 -2.384
N 1.788 -1.514 -1.546
C 3.064 -0.953 -1.425
C 4.185 -1.764 -1.219
C 5.438 -1.218 -0.982
C 5.597 0.159 -0.945
C 4.495 0.979 -1.155
C 3.241 0.437 -1.387
I 1.612 1.691 -1.718
C -0.689 -3.209 -1.745
O -0.764 -2.498 -0.681
H -3.833 -4.564 -1.677
H -3.496 -2.832 -1.429
H -2.904 -3.968 -0.269
H -0.784 -5.559 -4.782
H 1.320 -5.117 -5.358
H 2.485 -4.537 -4.171
H 0.960 -2.657 -5.557
H 2.477 -2.710 -3.049
H 4.046 -2.839 -1.215
H 6.287 -1.872 -0.820
H 6.568 0.598 -0.757
H 4.608 2.056 -1.136
O 4.484 2.878 5.578
N 3.808 3.706 4.992
O 3.915 4.905 5.161
C 2.817 3.229 4.027
C 1.732 4.013 3.846
C 0.679 3.611 2.982
C -0.441 4.435 2.739
C -1.394 4.012 1.864
C -1.237 2.753 1.251
N -0.222 1.946 1.498
C 0.744 2.367 2.333
C 1.925 1.531 2.521
N 1.975 0.364 1.847
C 3.087 -0.331 1.881
C 4.224 0.063 2.598
C 4.167 1.206 3.346
C 2.989 1.977 3.336
H 1.666 4.955 4.374
H -0.513 5.393 3.240
H -2.271 4.595 1.620
H -1.966 2.441 0.511
H 3.089 -1.250 1.307
H 5.127 -0.529 2.549
H 5.019 1.523 3.927
O -6.203 0.369 -3.252
C -6.262 1.193 -2.086
C -4.868 1.392 -1.467
C -5.173 2.385 -0.324
O -4.131 2.690 0.574
C -4.344 -0.008 -1.042
Se -4.119 -0.445 0.890
C -3.974 2.028 -2.559
Se -2.008 2.143 -2.335
H -7.095 0.078 -3.451
H -6.905 0.724 -1.332
H -6.687 2.172 -2.348
H -6.033 1.998 0.241
H -5.473 3.333 -0.781
H -3.951 1.834 1.028
H -3.393 -0.167 -1.550
H -5.025 -0.761 -1.439
H -4.346 3.039 -2.749
H -4.118 1.458 -3.475
C 0.073 -5.242 3.572
N 0.523 -3.879 4.096
C -0.739 -3.066 4.408
N -1.562 -2.974 3.272
C -1.944 -4.292 2.792
N -0.778 -5.113 2.450
C -0.081 -4.605 1.253
P 0.507 -2.835 1.372
C 1.353 -3.162 3.066
C -1.016 -2.129 2.196
H -0.449 -5.724 4.402
H 0.978 -5.798 3.322
H 1.056 -4.011 4.955
H -0.407 -2.084 4.742
H -1.242 -3.597 5.220
H -2.573 -4.174 1.913
H -2.513 -4.805 3.573
H -0.757 -4.691 0.404
H 0.778 -5.252 1.053
H 1.645 -2.204 3.502
H 2.256 -3.757 2.913
H -1.837 -1.943 1.496
H -0.746 -1.160 2.628
```

strongest force on any atom	0.63	eV Å⁻¹
frontier orbital gap	3.8333	eV
ΔE to the lowest compared entry with this formula, charge and spin	176.8	kJ/mol
DFT total energy	-8366.41547	Ha
charge	-1

Löwdin atomic charge list, values in e, 5 entries: number 1, K, carries 0.312; number 2, C, carries -0.012; number 3, C, carries -0.257; number 4, N, carries 0.102; number 5, C, carries -0.131

# 6
Density functional theory data (the ωB97M-V functional and the def2-TZVPD basis) for one molecule with the formula C20H17F4NO2 in a non-equilibrium geometry.

```
44
C20H17F4NO2 (the ωB97M-V functional and the def2-TZVPD basis)
F -2.504 1.263 1.377
C -1.398 0.497 1.504
C -1.482 -0.767 1.972
F -2.668 -1.382 2.092
C -0.326 -1.602 2.258
O -0.407 -2.803 2.629
C 0.932 -0.889 2.125
F 2.031 -1.617 2.383
C 1.031 0.377 1.655
F 2.216 1.026 1.706
C -0.123 1.248 1.252
O -0.087 2.498 1.885
C -3.341 4.455 -2.793
C -2.756 3.112 -3.231
C -1.758 2.664 -2.151
N -1.870 3.643 -1.058
C -1.233 3.551 0.107
C -0.074 2.573 0.400
C 1.191 3.434 0.110
C 1.212 4.756 0.897
C -0.086 5.193 1.509
C -1.299 4.620 1.069
C -2.510 5.023 1.656
C -2.503 5.924 2.718
C -1.299 6.482 3.159
C -0.103 6.140 2.532
C -2.753 4.776 -1.408
H -3.091 5.245 -3.509
H -4.435 4.409 -2.747
H -3.538 2.353 -3.335
H -2.247 3.189 -4.196
H -1.985 1.654 -1.778
H -0.729 2.669 -2.543
H -0.083 1.764 -0.369
H 2.071 2.844 0.338
H 1.203 3.665 -0.948
H 1.979 4.676 1.685
H 1.585 5.562 0.239
H -3.436 4.554 1.312
H -3.451 6.180 3.197
H -1.304 7.184 3.991
H 0.838 6.577 2.868
H -2.197 5.730 -1.447
H -3.569 4.920 -0.684
```

strongest force on any atom	11.79	eV Å⁻¹
frontier orbital gap	4.5627	eV
ΔE to the lowest compared entry with this formula, charge and spin	558.3	kJ/mol
DFT total energy	-1376.73048	Ha

Löwdin atomic charge list, values in e, 5 entries: number 1, F, carries 0.082; number 2, C, carries -0.108; number 3, C, carries -0.155; number 4, F, carries 0.089; number 5, C, carries -0.308

# 7
Density functional theory data (the ωB97M-V functional and the def2-TZVPD basis) for one molecule with the formula C6H10O in a non-equilibrium geometry.

```
17
C6H10O (the ωB97M-V functional and the def2-TZVPD basis)
C -0.946 -0.642 -1.711
C 0.074 0.346 -1.316
C -0.148 1.301 -0.111
C 0.601 0.254 0.751
O 1.552 0.703 1.687
C -0.396 -0.740 1.354
C 1.134 -0.314 -0.542
H -0.973 -1.651 -1.311
H -1.373 -0.549 -2.709
H -1.038 -1.142 0.563
H 0.359 0.822 -2.261
H -1.176 1.561 0.159
H 0.468 2.193 -0.258
H 1.081 0.907 2.508
H 0.146 -1.560 1.833
H -1.068 -0.262 2.075
H 1.704 -1.227 -0.712
```

strongest force on any atom	1.27	eV Å⁻¹
frontier orbital gap (alpha / beta)	8.5621 / 8.1763	eV
ΔE to the lowest compared entry with this formula, charge and spin	403.0	kJ/mol
DFT total energy	-309.68887	Ha

Löwdin atomic charge list, values in e, 5 entries: number 1, C, carries 0.065; number 2, C, carries -0.402; number 3, C, carries -0.049; number 4, C, carries -0.572; number 5, O, carries 0.004

# 8
Density functional theory data (the ωB97M-V functional and the def2-TZVPD basis) for an isolated ion of composition C6H10N and charge +1 in a non-equilibrium geometry.

```
17
C6H10N (the ωB97M-V functional and the def2-TZVPD basis)
C -1.254 -2.238 -0.084
C -1.163 -1.045 -0.154
C -0.972 0.289 -0.523
C -1.641 1.337 0.305
C 0.869 0.514 -0.371
C 1.803 0.311 0.744
N 1.635 -0.708 -0.313
H -1.538 -3.313 0.077
H -1.268 0.434 -1.474
H -2.692 1.613 -0.061
H -1.682 1.056 1.372
H -0.910 2.245 0.206
H 1.133 1.163 -1.345
H 2.822 0.655 0.856
H 1.290 0.052 1.663
H 2.480 -0.889 -0.830
H 1.086 -1.475 -0.068
```

strongest force on any atom	5.91	eV Å⁻¹
frontier orbital gap	11.2359	eV
SMILES	C#C[C@@H](C)[C@H]1C[NH2+]1
ΔE to the lowest compared entry with this formula, charge and spin	322.3	kJ/mol
DFT total energy	-288.96019	Ha
charge	+1

Löwdin atomic charge list, values in e, 5 entries: number 1, C, carries 0.164; number 2, C, carries -0.155; number 3, C, carries -0.256; number 4, C, carries -0.065; number 5, C, carries -0.098